No. 1
Density functional theory data (the ωB97M-V functional and the def2-TZVPD basis) for 2 unconnected molecules or ions with the total composition C9H8N3OS.

Structure (XYZ):
```
22
C9H8N3OS (the ωB97M-V functional and the def2-TZVPD basis)
C -1.105 -0.347 -0.099
H -0.832 -0.308 -1.124
C 1.243 -0.379 0.618
H 1.604 -0.291 -0.412
H 3.914 -1.160 -0.793
C -2.513 -0.212 0.058
N 4.251 0.434 -1.800
O 4.581 -0.512 1.812
H -5.488 1.370 -0.909
C 3.473 -0.401 1.525
S -3.275 0.399 -1.422
C -3.462 -0.250 1.100
H -3.251 -0.851 2.036
C -4.760 0.594 -0.548
C 4.785 1.077 -2.627
C -0.078 -0.392 0.953
H 5.571 1.692 -3.154
N 3.639 -0.138 -0.906
H -5.516 0.201 1.404
H -0.308 -0.329 1.983
N 2.243 -0.440 1.522
C -4.717 0.242 0.784
```

energy above the lowest of the compared OMol25 structures with the same formula, charge and spin = 64.0 kcal per mole
lowest unoccupied orbital energy = -5.608 eV
orbital gap = 0.2343 Ha
max |F| = 0.0876 hartree/bohr
charge = +1
electronic energy = -985.0240 a.u.

No. 2
Density functional theory data (the ωB97M-V functional and the def2-TZVPD basis) for a gas-phase ion, C9H8N5O6 (charge -1).

Structure (XYZ):
```
28
C9H8N5O6 (the ωB97M-V functional and the def2-TZVPD basis)
N -1.159 0.789 5.680
C 0.831 -2.686 5.845
H 0.536 0.034 7.497
C 2.271 -0.756 1.856
O -0.528 -3.795 2.872
C 0.222 -2.328 4.597
N -0.036 -0.243 2.929
N 0.959 -1.848 6.870
C 1.220 0.208 2.396
H 1.978 -1.809 1.851
C -2.299 -0.642 1.859
C -0.227 -1.000 4.202
H 2.573 -0.439 0.842
H 3.156 -0.603 2.479
H -2.778 -0.408 0.899
C -1.016 0.135 1.941
H -2.117 -1.719 1.912
O -1.081 1.390 6.792
O -2.069 1.020 4.852
H -2.975 -0.297 2.644
O 1.438 1.402 2.223
N 1.149 -4.019 5.917
H -1.282 -1.059 3.713
C 0.485 -0.626 6.620
O -0.788 1.057 1.127
N 0.003 -3.502 3.935
O 0.612 -4.525 4.744
C -0.150 -0.192 5.429
```

energy above the lowest of the compared OMol25 structures with the same formula, charge and spin = 11.3 kcal per mole
SMILES string = CC(=O)N(C(C)=O)[C@@H]1C(=[N+]([O-])[O-])C=Nc2no[n+]([O-])c21
lowest unoccupied orbital energy = 2.942 eV
orbital gap = 0.2891 Ha
max |F| = 0.1005 hartree/bohr
charge = -1
electronic energy = -1072.7692 a.u.

No. 3
Density functional theory data (the ωB97M-V functional and the def2-TZVPD basis) for a molecular structure, C9H8N8O9Pb.

Structure (XYZ):
```
35
C9H8N8O9Pb (the ωB97M-V functional and the def2-TZVPD basis)
O 3.180 -0.793 0.106
Pb 1.478 2.600 1.357
O 2.615 -4.904 -2.474
H -2.255 0.088 2.198
N -1.924 0.916 4.528
H -1.244 1.596 0.490
O 1.661 0.853 -0.131
O 1.176 3.550 4.419
O 0.945 -5.132 -3.820
N 0.225 2.808 4.579
H -1.726 1.376 5.401
O -2.361 -0.151 -2.737
C 1.434 -1.104 -1.451
C -0.017 -2.672 -3.265
C -0.439 -1.413 -2.903
N 0.179 3.722 0.019
N 1.627 -4.487 -3.046
C 1.152 -3.126 -2.687
N -0.719 1.064 1.173
C 2.193 -0.295 -0.405
N -1.719 -0.914 -3.442
O -0.317 2.645 5.677
H -0.570 -3.278 -3.966
H -2.680 0.259 4.442
O -2.085 -1.343 -4.517
C 1.877 -2.377 -1.783
C 0.272 -0.614 -2.026
N -0.180 2.144 3.440
H 2.777 -2.770 -1.332
C -1.199 1.286 3.475
N -1.495 0.738 2.280
O -1.057 4.818 -1.701
H -0.063 0.389 -1.801
H -0.302 0.244 0.752
C -0.441 4.275 -0.849
```

energy above the lowest of the compared OMol25 structures with the same formula, charge and spin = 5.8 kcal per mole
lowest unoccupied orbital energy = -0.949 eV
orbital gap = 0.3358 Ha
max |F| = 0.0177 hartree/bohr
electronic energy = -1655.6043 a.u.

No. 4
Density functional theory data (the ωB97M-V functional and the def2-TZVPD basis) for a gas-phase ion, C9H8NO3S (charge -1).

Structure (XYZ):
```
22
C9H8NO3S (the ωB97M-V functional and the def2-TZVPD basis)
C 1.688 1.900 0.510
H 1.602 2.708 1.195
C 2.836 1.476 -0.311
H -0.242 -2.094 0.355
C 0.585 0.996 0.620
H 3.435 0.048 -1.815
O -1.338 -1.186 -1.180
C 2.770 0.296 -0.969
H -2.711 -0.236 -2.213
H -2.807 -0.060 -0.462
H -1.687 0.895 -1.489
H 3.646 2.061 -0.532
O -2.388 -2.344 1.715
C 1.677 -0.542 -0.945
C -1.259 -0.439 1.298
S -0.707 1.225 1.721
C -0.573 -1.057 0.127
N -2.138 -1.177 2.065
O -2.619 -0.668 3.078
H 1.847 -1.467 -1.403
C 0.623 -0.212 -0.074
C -2.239 -0.127 -1.289
```

energy above the lowest of the compared OMol25 structures with the same formula, charge and spin = 111.2 kcal per mole
lowest unoccupied orbital energy = 3.231 eV
orbital gap = 0.2388 Ha
max |F| = 0.1004 hartree/bohr
charge = -1
electronic energy = -1026.3169 a.u.

No. 5
Density functional theory data (the ωB97M-V functional and the def2-TZVPD basis) for a single C9H8O3S molecule.

Structure (XYZ):
```
21
C9H8O3S (the ωB97M-V functional and the def2-TZVPD basis)
H -1.904 4.094 -1.108
H 1.257 -3.520 -1.212
C 0.382 -0.879 0.675
C 2.752 -1.082 0.601
H 1.696 0.460 1.679
O 0.181 1.892 -0.907
C 0.226 -1.977 -0.144
H 3.493 -2.719 -0.561
H -3.664 3.575 -1.110
C -2.259 2.036 -0.796
O -2.271 -0.645 0.881
C 1.356 -2.650 -0.579
O -0.869 0.723 2.401
H -0.767 -2.298 -0.419
C 2.613 -2.198 -0.210
S -1.062 0.118 1.105
C -0.912 1.666 -0.525
H -2.984 1.244 -0.663
H 3.736 -0.731 0.875
C -2.626 3.299 -1.027
C 1.627 -0.409 1.045
```

energy above the lowest of the compared OMol25 structures with the same formula, charge and spin = 32.9 kcal per mole
SMILES string = C=CC(=O)S(=O)(=O)c1ccccc1
lowest unoccupied orbital energy = -0.638 eV
orbital gap = 0.3045 Ha
max |F| = 0.0581 hartree/bohr
electronic energy = -971.5790 a.u.

No. 6
Density functional theory data (the ωB97M-V functional and the def2-TZVPD basis) for a single C9H8OS molecule.

Structure (XYZ):
```
19
C9H8OS (the ωB97M-V functional and the def2-TZVPD basis)
C 2.831 -1.217 -0.176
O -0.543 -0.806 -1.281
C -0.430 0.305 -0.171
C 1.497 -1.123 -0.212
H -2.072 1.222 -1.090
C -1.124 1.598 -0.611
C -0.553 -1.783 0.770
H -1.830 -0.200 1.603
C 1.054 0.232 -0.033
H -1.283 2.476 0.165
C 2.089 1.137 0.065
H -0.447 -2.516 1.527
H -0.304 2.033 -1.375
H 2.188 2.154 0.353
S 3.612 0.342 0.130
C -1.010 -0.506 0.988
C 0.175 -1.772 -0.517
H 3.445 -2.103 -0.423
H 0.119 -2.579 -1.105
```

energy above the lowest of the compared OMol25 structures with the same formula, charge and spin = 83.3 kcal per mole
SMILES string = C[C@@]12C=C[C@@H](O1)c1cscc12
lowest unoccupied orbital energy = 0.838 eV
orbital gap = 0.3438 Ha
max |F| = 0.0779 hartree/bohr
electronic energy = -821.0534 a.u.

No. 7
Density functional theory data (the ωB97M-V functional and the def2-TZVPD basis) for a single C9H9Br molecule.

Structure (XYZ):
```
19
C9H9Br (the ωB97M-V functional and the def2-TZVPD basis)
H 2.230 -1.166 2.036
Br 1.479 1.647 1.847
C -0.523 -1.434 -1.624
H -0.401 -2.193 0.405
C 1.085 -1.121 2.150
H -1.008 3.091 -0.195
C -0.515 0.973 -1.834
C -0.447 -0.260 -2.446
C -0.848 2.168 0.312
C -0.446 1.147 -0.425
H -0.471 -0.432 -3.477
H -1.040 2.334 1.426
C -0.376 -1.323 -0.245
H 0.932 -1.043 3.185
C -0.067 -0.043 0.308
H 0.707 -1.964 1.685
H -0.581 1.931 -2.446
C 0.659 0.110 1.375
H -0.371 -2.423 -2.037
```

energy above the lowest of the compared OMol25 structures with the same formula, charge and spin = 0.0 kcal per mole
SMILES string = C=c1cccc/c1=C(\C)Br
lowest unoccupied orbital energy = -0.219 eV
orbital gap = 0.2649 Ha
max |F| = 0.0820 hartree/bohr
electronic energy = -2922.2460 a.u.

No. 8
Density functional theory data (the ωB97M-V functional and the def2-TZVPD basis) for a single C9H9Br2NO3 molecule.

Structure (XYZ):
```
24
C9H9Br2NO3 (the ωB97M-V functional and the def2-TZVPD basis)
N -0.789 1.653 -0.150
C -0.594 -2.451 -0.959
H -1.519 3.097 1.133
C -0.593 1.008 -1.358
H -1.273 -2.108 -1.672
H -0.189 -1.094 2.201
C 1.180 -0.829 0.529
C -1.908 2.515 0.234
O 1.731 -1.810 -0.373
C 0.679 0.290 -1.298
H -0.192 -3.516 -1.151
H -2.654 1.776 0.441
C 0.274 1.435 0.760
O 0.444 1.905 1.880
H -2.122 2.881 -0.746
Br 1.665 0.455 -2.877
H 1.463 -0.597 2.462
H 1.313 -2.373 1.978
C 0.457 -1.388 -0.631
O -1.383 1.017 -2.276
C 1.314 0.555 0.006
H -1.275 -2.493 -0.174
Br 3.090 1.390 0.147
C 0.882 -1.317 1.895
```

energy above the lowest of the compared OMol25 structures with the same formula, charge and spin = 2.5 kcal per mole
SMILES string = CN1C(=O)[C@@]2(Br)[C@]3(C)O[C@]3(C)[C@@]2(Br)C1=O
lowest unoccupied orbital energy = 0.189 eV
orbital gap = 0.3562 Ha
max |F| = 0.0663 hartree/bohr
electronic energy = -5776.7694 a.u.

No. 9
Density functional theory data (the ωB97M-V functional and the def2-TZVPD basis) for a molecular structure, C9H9BrN2O2.

Structure (XYZ):
```
23
C9H9BrN2O2 (the ωB97M-V functional and the def2-TZVPD basis)
C 1.369 -3.037 -0.140
C 2.072 -1.026 0.580
N -2.336 0.407 -0.085
C -0.428 2.723 -0.391
N 0.929 -0.844 -0.179
C 0.436 1.565 0.022
H 1.160 1.648 0.688
C 2.307 -2.358 0.609
H -0.523 0.411 -1.258
C 0.245 0.350 -0.512
O 2.640 -0.010 1.208
C -2.616 1.639 0.100
C 0.505 -2.096 -0.606
H -3.445 2.105 0.501
H 0.190 3.664 -0.633
O -0.668 -2.146 -1.322
H 1.082 -3.994 -0.402
C -1.762 2.665 -0.403
H 2.933 -0.121 2.111
Br -3.619 -0.752 0.444
H -2.178 3.642 -0.714
H -1.394 -1.701 -0.846
H 3.100 -2.736 1.229
```

energy above the lowest of the compared OMol25 structures with the same formula, charge and spin = 36.7 kcal per mole
lowest unoccupied orbital energy = 0.022 eV
orbital gap = 0.2763 Ha
max |F| = 0.0878 hartree/bohr
electronic energy = -3182.2084 a.u.

No. 10
Density functional theory data (the ωB97M-V functional and the def2-TZVPD basis) for a gas-phase ion, C9H9BrN3S (charge +1).

Structure (XYZ):
```
23
C9H9BrN3S (the ωB97M-V functional and the def2-TZVPD basis)
H 1.256 2.352 -1.164
S 2.519 -1.407 -0.009
H -2.004 -2.510 0.328
H 1.344 -3.559 -0.141
C -3.051 0.167 -0.015
N -1.531 2.027 0.131
C 0.499 0.510 -0.180
C 1.562 1.514 -0.345
H 2.548 1.167 -0.797
H -1.851 3.900 0.404
C 2.453 -3.200 0.105
N -0.034 -1.913 0.111
C -1.042 3.212 0.289
C -1.281 -1.661 0.229
C 0.836 -0.920 -0.067
H 1.841 2.213 0.549
H 2.970 -3.487 1.009
H 3.101 -3.670 -0.732
Br -4.737 -0.598 -0.084
C -0.780 0.744 0.054
C -1.770 -0.334 0.103
N -2.796 1.898 -0.106
H -0.052 3.555 0.330
```

energy above the lowest of the compared OMol25 structures with the same formula, charge and spin = 46.3 kcal per mole
lowest unoccupied orbital energy (alpha / beta) = -4.623 / -6.639 eV
orbital gap (alpha / beta) = 0.2302 / 0.2105 Ha
max |F| = 0.0949 hartree/bohr
2S+1 = 3
charge = +1
electronic energy = -3484.3536 a.u.

No. 11
Density functional theory data (the ωB97M-V functional and the def2-TZVPD basis) for 2 unconnected molecules or ions with the total composition C9H9ClSi.

Structure (XYZ):
```
20
C9H9ClSi (the ωB97M-V functional and the def2-TZVPD basis)
H -0.843 -1.540 -1.483
C 2.806 0.083 -0.383
C -2.557 0.660 3.003
H 2.309 0.680 -2.413
H 0.471 -2.795 -2.053
H 2.977 -0.258 1.607
C 0.726 0.982 -1.161
H 0.612 0.864 2.191
Si -1.697 1.358 0.220
H 3.813 -0.292 -0.759
H 0.643 -1.966 -0.518
C -2.485 1.034 1.849
C 2.327 0.119 0.943
C 0.148 1.012 0.136
Cl -2.134 3.102 -0.595
H -2.919 0.130 3.793
C 1.015 0.693 1.161
C 1.998 0.599 -1.424
H 0.225 1.292 -2.049
C 0.078 -2.176 -1.346
```

energy above the lowest of the compared OMol25 structures with the same formula, charge and spin = 105.4 kcal per mole
lowest unoccupied orbital energy (alpha / beta) = 0.320 / -1.008 eV
orbital gap (alpha / beta) = 0.2860 / 0.2752 Ha
max |F| = 0.1037 hartree/bohr
electronic energy = -1097.8568 a.u.

> Which formula does entry 11 have?

C9H9ClSi

> The lowest max |F| belongs to which entry?

C9H8N8O9Pb

> max |F| of number 5 (C9H8O3S)?

0.0581 hartree/bohr